Entry 1:
Molecular formula: C18H14BBrF4IrN3O2
Method: DFT, ωB97M-V with the def2-TZVPD basis set

## Properties
- <S²> = 8.800
- Kohn-Sham gap (spin up / spin down) (eV) = 7.12 / 4.33
- net charge = +1
- multiplicity = 6

Each line ends with the Löwdin spin population.
Cartesian coordinates (Å):
1 Ir -1.015 -0.149 -0.860  3.031
2 Br -1.010 2.547 -3.188  0.033
3 C -1.958 2.957 -1.620  0.011
4 C -2.578 4.188 -1.442  0.003
5 C -3.218 4.431 -0.238  -0.001
6 C -3.221 3.454 0.753  0.004
7 C -2.590 2.260 0.460  0.012
8 N -1.990 2.013 -0.691  0.099
9 C -2.457 1.110 1.503  0.021
10 O -2.553 1.395 2.668  0.047
11 O -2.225 -0.004 0.950  0.250
12 H -2.530 4.928 -2.224  0.001
13 H -3.693 5.385 -0.068  0.000
14 H -3.682 3.602 1.715  0.001
15 C 0.168 -2.880 0.932  0.041
16 N 0.057 -2.148 -0.279  0.333
17 C 0.735 -2.520 -1.313  -0.022
18 C 0.507 -1.926 -2.566  0.273
19 C 1.135 -2.169 -3.811  0.072
20 C 0.419 -1.461 -4.749  0.144
21 C -0.625 -0.797 -4.051  0.282
22 N -0.555 -1.048 -2.747  0.121
23 C 0.915 -2.157 2.034  0.022
24 C 0.474 -0.910 2.469  0.000
25 C 1.209 -0.193 3.394  0.001
26 C 2.352 -0.765 3.940  0.000
27 C 2.792 -2.012 3.508  0.002
28 C 2.060 -2.730 2.579  0.002
29 H 0.647 -3.850 0.749  0.005
30 H -0.853 -3.037 1.311  0.011
31 H 1.448 -3.342 -1.253  -0.001
32 H 1.995 -2.793 -3.953  0.000
33 H 0.591 -1.398 -5.806  0.005
34 H -1.391 -0.181 -4.487  0.010
35 H -0.452 -0.517 2.078  -0.001
36 H 0.877 0.784 3.705  0.000
37 H 2.887 -0.247 4.722  0.000
38 H 3.717 -2.425 3.886  0.000
39 H 2.403 -3.702 2.255  0.000
40 F 2.759 0.361 0.860  0.003
41 B 2.405 1.317 -0.017  0.006
42 F 0.853 0.855 -0.388  0.166
43 F 2.200 2.532 0.493  0.006
44 F 2.989 1.244 -1.213  0.005

---

Entry 2:
Molecular formula: C18H14Br2FN2
Method: DFT, ωB97M-V with the def2-TZVPD basis set

## Properties
- SMILES string = Nc1c(Br)c[n+]([C@H](c2ccccc2)c2ccc(F)cc2)cc1Br
- Kohn-Sham gap (eV) = 8.40
- net charge = +1
- multiplicity = 1

Each line ends with the Löwdin charge.
Cartesian coordinates (Å):
1 F 5.096 1.922 2.061  0.057
2 C 3.908 1.545 1.494  -0.241
3 C 3.733 0.211 1.142  0.019
4 C 2.455 -0.185 0.740  -0.030
5 C 1.367 0.704 0.700  -0.130
6 C -0.048 0.090 0.561  -0.166
7 C -1.340 0.928 0.636  -0.166
8 C -2.548 0.210 0.739  -0.040
9 C -3.732 0.831 1.161  -0.058
10 C -3.711 2.190 1.512  -0.065
11 C -2.561 2.946 1.263  -0.051
12 C -1.429 2.324 0.716  -0.035
13 C 1.658 2.061 0.879  -0.014
14 C 2.912 2.501 1.321  0.027
15 H 4.546 -0.508 1.215  0.130
16 H 2.350 -1.234 0.487  0.093
17 H -0.106 -0.516 1.484  0.166
18 H -2.572 -0.858 0.519  0.116
19 H -4.661 0.260 1.249  0.114
20 H -4.590 2.660 1.950  0.112
21 H -2.517 4.017 1.497  0.119
22 H -0.618 2.956 0.370  0.087
23 H 0.906 2.812 0.698  0.076
24 H 3.074 3.552 1.553  0.131
25 Br -1.419 -1.175 -4.407  0.846
26 C -0.585 -1.553 -2.721  -0.535
27 C -0.113 -2.864 -2.459  -0.353
28 N -0.131 -3.819 -3.395  0.151
29 C 0.349 -3.148 -1.153  -0.526
30 Br 0.911 -4.940 -0.698  0.839
31 C 0.342 -2.166 -0.202  -0.070
32 N -0.109 -0.905 -0.486  -0.028
33 C -0.513 -0.579 -1.756  -0.019
34 H 0.214 -4.749 -3.202  0.073
35 H -0.472 -3.641 -4.324  0.076
36 H 0.733 -2.341 0.798  0.140
37 H -0.779 0.459 -1.942  0.154

---

Entry 3:
Molecular formula: C18H14ClCoO4PS
Method: DFT, ωB97M-V with the def2-TZVPD basis set

## Properties
- <S²> = 1.180
- Kohn-Sham gap (spin up / spin down) (eV) = 8.39 / 8.63
- net charge = 0
- multiplicity = 2

Each line ends with the Löwdin spin population.
Cartesian coordinates (Å):
1 Co -0.387 1.369 -2.366  1.004
2 Cl 1.961 0.799 -2.689  -0.016
3 C 2.547 0.790 -1.026  0.000
4 C 3.889 1.041 -0.824  0.000
5 C 4.372 1.054 0.477  -0.001
6 C 3.517 0.824 1.544  0.000
7 C 2.173 0.573 1.316  -0.002
8 C 1.665 0.539 0.020  -0.001
9 P -0.081 0.248 -0.381  -0.025
10 C -1.022 0.625 1.106  -0.005
11 C -1.462 1.934 1.292  -0.001
12 C -2.147 2.267 2.450  0.000
13 C -2.403 1.298 3.410  -0.001
14 C -1.981 -0.011 3.216  0.000
15 C -1.291 -0.351 2.063  -0.002
16 C -0.209 -1.533 -0.674  -0.005
17 C 0.701 -2.459 -0.170  -0.003
18 C 0.531 -3.809 -0.441  0.000
19 C -0.544 -4.234 -1.210  -0.002
20 C -1.449 -3.311 -1.718  0.000
21 C -1.282 -1.960 -1.457  -0.003
22 H 4.540 1.236 -1.665  0.000
23 H 5.420 1.257 0.652  0.000
24 H 3.895 0.848 2.557  0.000
25 H 1.500 0.408 2.148  0.000
26 H -1.304 2.672 0.516  0.000
27 H -2.498 3.280 2.593  0.000
28 H -2.948 1.560 4.308  0.000
29 H -2.196 -0.769 3.958  0.000
30 H -0.973 -1.374 1.902  0.000
31 H 1.543 -2.129 0.426  0.000
32 H 1.239 -4.529 -0.053  0.000
33 H -0.672 -5.287 -1.422  0.000
34 H -2.280 -3.640 -2.327  0.000
35 H -1.976 -1.234 -1.869  -0.001
36 O -2.215 1.977 -1.743  -0.032
37 S -2.176 2.463 -3.189  -0.002
38 O -3.315 3.190 -3.628  0.008
39 O -1.833 1.187 -3.911  0.046
40 O -0.851 3.192 -3.187  0.040

---

Entry 4:
Molecular formula: C18H14ClN5O4
Method: DFT, ωB97M-V with the def2-TZVPD basis set

## Properties
- Kohn-Sham gap (eV) = 6.62
- net charge = 0
- multiplicity = 1

Each line ends with the Löwdin charge.
Cartesian coordinates (Å):
1 Cl 4.036 1.113 -1.961  0.733
2 C 3.016 -0.227 -1.644  -0.648
3 C 3.508 -1.525 -1.754  -0.089
4 C 2.664 -2.574 -1.396  -0.043
5 C 1.361 -2.325 -0.988  -0.015
6 N 0.880 -1.041 -0.924  -0.028
7 C -0.441 -0.819 -0.491  -0.114
8 C -1.234 0.102 -1.246  -0.387
9 C -2.704 -0.194 -1.446  -0.140
10 C -3.484 0.910 -1.814  -0.024
11 C -4.837 0.767 -2.115  -0.073
12 C -5.437 -0.494 -2.058  -0.088
13 C -4.670 -1.609 -1.712  -0.086
14 C -3.300 -1.474 -1.427  -0.032
15 O -0.767 1.149 -1.731  -0.003
16 C 1.689 0.005 -1.308  -0.044
17 H 4.516 -1.694 -2.121  0.112
18 H 3.022 -3.594 -1.431  0.114
19 H 0.637 -3.105 -0.742  0.137
20 H -0.953 -1.674 -0.051  0.111
21 H -2.998 1.883 -1.887  0.117
22 H -5.402 1.653 -2.396  0.104
23 H -6.493 -0.602 -2.312  0.103
24 H -5.129 -2.597 -1.669  0.100
25 H -2.695 -2.358 -1.218  0.100
26 H 1.222 0.974 -1.422  0.116
27 C 3.787 -0.857 2.667  -0.046
28 O 3.741 0.586 2.752  -0.031
29 C 2.564 1.139 2.460  -0.407
30 N 2.425 2.408 2.860  0.209
31 C 1.202 2.894 2.771  -0.283
32 N 0.657 3.921 3.523  0.114
33 O -0.695 3.822 3.329  0.012
34 N -1.013 2.719 2.382  -0.136
35 O -2.182 2.503 2.132  0.087
36 C 0.193 2.177 2.031  -0.078
37 C 0.470 0.890 1.568  0.008
38 N 1.670 0.368 1.834  0.168
39 H 4.819 -1.090 2.922  0.092
40 H 3.102 -1.305 3.398  0.097
41 H 3.545 -1.201 1.657  0.072
42 H -0.292 0.372 0.978  0.089

---

Entry 5:
Molecular formula: C18H14N2O4
Method: DFT, ωB97M-V with the def2-TZVPD basis set

## Properties
- SMILES string = COc1ccc2cc3cc(C(=O)NCc4ccco4)oc3nc2c1
- Kohn-Sham gap (eV) = 7.71
- net charge = 0
- multiplicity = 1

Each line ends with the Löwdin charge.
Cartesian coordinates (Å):
1 C -7.179 -1.771 0.077  -0.087
2 H -7.613 -0.959 0.667  0.095
3 O -5.815 -1.957 0.373  -0.077
4 C -4.941 -0.946 0.141  -0.266
5 C -3.621 -1.194 0.451  0.061
6 C -2.633 -0.220 0.251  -0.208
7 N -1.359 -0.533 0.576  0.206
8 C -0.477 0.401 0.373  -0.266
9 C -0.725 1.709 -0.154  -0.129
10 C -2.020 2.035 -0.487  0.060
11 C -3.006 1.056 -0.285  -0.154
12 C -4.366 1.277 -0.590  -0.027
13 C -5.309 0.312 -0.387  -0.015
14 H -6.339 0.519 -0.634  0.102
15 H -4.653 2.237 -0.994  0.115
16 H -2.280 3.003 -0.890  0.127
17 C 0.551 2.344 -0.182  0.080
18 C 1.440 1.435 0.301  -0.142
19 C 2.898 1.574 0.484  -0.435
20 O 3.497 2.589 0.185  0.076
21 N 3.480 0.484 1.033  0.093
22 H 2.918 -0.338 1.192  0.147
23 C 4.914 0.387 1.217  -0.084
24 C 5.528 -0.571 0.249  -0.263
25 C 5.907 -0.421 -1.052  -0.018
26 C 6.383 -1.687 -1.474  -0.063
27 C 6.253 -2.510 -0.399  -0.125
28 O 5.734 -1.847 0.647  0.045
29 H 6.487 -3.546 -0.256  0.118
30 H 6.768 -1.942 -2.440  0.099
31 H 5.855 0.479 -1.629  0.114
32 H 5.311 1.392 1.055  0.131
33 H 5.127 0.058 2.239  0.133
34 O 0.834 0.251 0.643  0.112
35 H 0.786 3.335 -0.512  0.129
36 H -3.334 -2.151 0.854  0.126
37 H -7.338 -1.576 -0.988  0.096
38 H -7.665 -2.708 0.345  0.094

---

Listing E_tot for the structures above in their given order: -111880.5712, -164669.2337, -97356.0646, -47048.8325, -30062.9829 eV.
Listing maximum force for the structures above in their given order: 4.0, 2.0, 1.5, 3.2, 1.5 eV Å⁻¹.